No. 1
The following is a DFT calculation (ωB97M-V/def2-TZVPD) of a 2-piece molecular cluster, C5H12NO overall in a non-equilibrium geometry.

Geometry as ORCA input:
```
! wB97M-V def2-TZVPD RIJCOSX def2/J DEFGRID3
* xyz 0 2
H -0.51326 -1.66302 -1.96998
H -1.80110 -1.94020 -0.67634
O 2.31812 -0.11248 -2.84421
H 1.79411 1.93749 -0.13364
C 1.20632 1.23501 0.34359
C -0.92433 -1.39587 -1.01763
H 1.76444 -0.84570 -3.13874
H 2.66229 0.33817 -3.62078
H -0.02714 -0.23893 2.76726
C -0.52843 -0.44529 -0.16841
H 1.00729 0.12290 -1.36153
C -1.41088 0.01103 0.95396
H -0.62100 1.29102 2.54232
H 1.26156 1.11704 1.41115
C -0.93087 0.24465 2.39910
H -1.70267 0.05829 3.13933
H -2.06816 0.83063 0.66138
N 0.60476 0.28601 -0.44390
H -2.09105 -0.83075 1.15708
*
```

Its frontier orbital gap (alpha / beta) is 6.7 / 8.8 eV. For the HOMO energy (alpha / beta), the calculation gives -0.225 / -0.303 hartree. The calculation puts the LUMO energy (alpha / beta) at 0.61 / 0.60 eV. The largest force on an atom is 0.0500 Eh/bohr.


No. 2
The following is a DFT calculation (ωB97M-V/def2-TZVPD) of an isolated ion of composition C31H22F4P and charge +1 in a non-equilibrium geometry.

Geometry as ORCA input:
```
! wB97M-V def2-TZVPD RIJCOSX def2/J DEFGRID3
* xyz 1 1
H -0.12378 -2.77773 2.44408
H -5.03145 1.94309 -3.19682
C 0.48574 3.15242 3.08879
H 0.52448 2.71414 -2.93441
C -0.66160 1.07356 2.63683
C 1.53034 -1.40097 0.94791
C -0.41010 2.15781 3.46805
H -2.27626 -1.27518 -2.45998
C 1.32059 1.99740 -2.81047
C -3.52794 -2.62545 2.44450
H 1.42469 1.92990 0.05289
C -2.62981 -1.15722 0.75284
C 1.10105 3.08776 1.84396
H 4.72548 1.96692 -3.07833
C -2.45309 -0.21338 -2.58480
C 2.81543 -3.44433 0.82146
H -4.71450 -1.44266 1.07106
C -2.94054 2.47783 -2.91526
C -4.00816 1.59891 -3.08913
H 2.01457 -0.10470 2.63864
C -2.23831 -3.01720 2.78924
H -4.38642 -3.02424 2.98748
C 0.00674 0.98258 1.40134
H 0.69979 3.98436 3.76135
F -3.19157 3.83070 -3.02120
H 1.27766 -2.91733 -0.59212
F 4.48788 -0.64796 -2.88084
F 2.83090 3.80286 -3.15023
H 4.21413 -3.79959 2.42679
C -1.32424 -1.52619 1.11608
C -3.71642 -1.72879 1.39933
C -0.14539 0.15474 -1.71986
C 3.47890 -3.11571 1.99779
F -4.74290 -0.66273 -3.07310
C 2.18380 -0.22217 -2.46474
C 0.88239 2.00651 1.00046
P 0.02537 -0.52577 0.42863
C 2.24475 -1.03368 2.10901
C 3.70361 1.59521 -3.02792
H 3.03882 -4.36896 0.29203
H -0.98830 2.82261 -2.11460
H 1.77372 3.87240 1.50081
H -2.79371 -0.38965 -0.01123
C -3.70283 0.24565 -2.98745
C -1.70020 2.07688 -2.43731
C 2.61055 2.43920 -3.07100
C 3.43217 0.24412 -2.84043
H -2.08162 -3.74872 3.57675
C 3.21043 -1.90034 2.61974
C 1.10346 0.68753 -2.30504
H -0.92714 2.22326 4.42132
C 1.84000 -2.60676 0.29654
H 3.75653 -1.60993 3.51276
H -1.33687 0.27642 2.96539
H 2.03240 -1.27539 -2.23490
H -0.16264 -1.00271 -1.72243
C -1.42982 0.70629 -2.22306
C -1.13079 -2.48564 2.13280
*
```

Its frontier orbital gap is 7.6 eV. For the HOMO energy, the calculation gives -0.439 hartree. The calculation puts the LUMO energy at -4.34 eV. The largest force on an atom is 0.0674 Eh/bohr.


No. 3
The following is a DFT calculation (ωB97M-V/def2-TZVPD) of C2H2FMgOTl as an isolated structure in a non-equilibrium geometry.

Geometry as ORCA input:
```
! wB97M-V def2-TZVPD RIJCOSX def2/J DEFGRID3
* xyz 1 2
H 0.78244 -0.09864 2.34891
Mg -0.59874 1.71835 -0.82789
C 0.17058 -0.80975 0.38310
O -0.38540 -0.30813 -0.75483
C 0.65016 0.04632 1.28231
H 0.75162 -1.14287 -0.74060
F 0.63176 1.41067 0.92050
Tl -2.43993 -2.03326 -0.29583
*
```

Its frontier orbital gap (alpha / beta) is 5.9 / 7.9 eV. For the HOMO energy (alpha / beta), the calculation gives -0.387 / -0.471 hartree. The calculation puts the LUMO energy (alpha / beta) at -4.65 / -4.96 eV. The largest force on an atom is 0.0700 Eh/bohr.


No. 4
The following is a DFT calculation (ωB97M-V/def2-TZVPD) of C5H6Cl2GaLuO4 as an isolated structure in a non-equilibrium geometry.

Geometry as ORCA input:
```
! wB97M-V def2-TZVPD RIJCOSX def2/J DEFGRID3
* xyz 4 1
O 0.09056 -3.59477 -3.77859
H 0.13513 2.48619 3.57529
O -1.30232 -0.48074 -5.24911
C 0.64391 -2.59732 -3.57357
C -0.12241 2.43254 1.40450
C -0.34297 -0.53166 -4.59714
Cl 0.67438 1.79491 -3.26929
O -0.69291 -1.96718 2.69796
H 1.61133 1.49806 1.23657
C -0.64273 2.33726 2.82612
Ga -0.49706 -0.54035 -0.02172
H -0.94123 2.44648 0.67562
Cl 1.80900 -1.48131 -0.89091
C -0.65488 -1.45141 1.64853
H -1.10789 1.37087 3.01584
H -1.38033 3.12046 3.01027
Lu 1.54398 -0.43786 -3.21844
O 0.68334 1.30848 0.98868
H 0.47577 3.35115 1.26699
*
```

Its frontier orbital gap (alpha / beta) is 4.0 / 4.0 eV. For the HOMO energy (alpha / beta), the calculation gives -0.932 / -0.932 hartree. The calculation puts the LUMO energy (alpha / beta) at -21.37 / -21.38 eV. The largest force on an atom is 0.1986 Eh/bohr.


No. 5
The following is a DFT calculation (ωB97M-V/def2-TZVPD) of C40H50AuN5P2 as an isolated structure in a non-equilibrium geometry.

Geometry as ORCA input:
```
! wB97M-V def2-TZVPD RIJCOSX def2/J DEFGRID3
* xyz 0 1
H 0.89760 -4.32970 -0.60770
Au -0.12590 0.41390 0.79590
P 2.02340 0.35820 -0.02180
C -3.01980 1.24860 0.58500
H -1.37610 4.07640 -1.99080
C 4.69280 2.80370 -3.49320
C 1.14450 -6.92350 2.29350
H -1.45250 -7.05540 0.50090
H -1.82550 4.82370 -0.45280
C 3.50890 -3.08920 0.82470
H -0.07650 -0.36130 -1.80240
H -4.74010 -3.20350 1.02390
C -4.07280 -1.28380 0.29160
H 1.93550 -1.96590 1.58980
C -0.77600 3.96560 2.36160
N -0.70330 -4.14970 0.76250
C 0.79250 -4.21830 2.67380
C 0.31370 -6.23140 1.42770
H -2.61390 2.25180 0.67060
H 2.19580 5.77180 -3.71580
H 2.14280 -4.41120 4.31350
H -3.98370 -3.24130 -0.58410
C 3.73840 0.35590 0.65200
H -0.28570 5.27330 -1.26530
H -2.58440 -3.00800 1.28230
C -2.16330 0.17060 0.78460
H -1.57660 4.57330 1.94290
H 2.47280 -6.84260 3.96920
N 0.11320 -2.00580 0.00080
C 1.91110 -1.05050 -1.28110
C -0.38320 -6.94740 0.30420
H 5.79190 3.82940 -4.99970
H 0.59940 -3.46450 -2.09470
C 0.85340 -0.62890 -2.30180
H 3.43560 -4.68940 -3.90520
C -4.87550 -0.17020 0.10820
C 1.34650 -3.63860 -1.31420
H 2.36590 2.95970 1.36490
C 3.25030 -1.21350 -1.98470
H 2.32300 -3.32330 -3.84100
H 1.15080 2.05940 2.28980
H 0.15270 5.99550 0.90780
C 3.90370 -4.19250 -1.40050
H -5.61720 -2.60450 -0.38380
C 2.52840 -4.40570 -1.94460
H -1.16340 2.96570 2.55420
H 5.34830 -3.78910 0.01820
C -0.76830 -2.74810 0.53690
C 1.81720 -6.28250 3.32020
H 0.03270 -7.94410 0.17450
C 3.54970 2.81950 -2.67640
N -1.99390 -2.28420 0.89810
H 2.33610 -5.46810 -1.71000
H 1.26970 -7.98900 2.15800
N 1.55050 3.93220 -1.96040
H 4.22970 5.71670 -5.13290
H 3.59500 -0.23650 -2.32630
C -4.63360 -2.66450 0.07760
C 1.44430 -2.32790 -0.48400
C 0.41660 3.89460 1.40870
C 1.63980 -4.92390 3.50680
H 3.99600 -3.05590 1.79410
H 1.20730 0.22300 -2.88270
H 3.14880 -1.85600 -2.85270
H 3.99670 -1.64210 -1.32540
H 0.64680 -1.44100 -2.99420
C 2.49990 -4.33260 -3.48000
H -0.27000 -6.40520 -0.63470
H 1.49180 5.66250 2.00110
C 2.21860 1.82500 -1.09550
C 4.91590 3.83490 -4.36680
C 1.51930 3.05640 2.04490
C 2.33330 -2.47070 0.71740
C 2.63300 3.90060 -2.75960
C 4.01730 4.91020 -4.44560
H 5.36830 1.96600 -3.41750
C 4.28950 -3.72860 -0.21160
H 4.46380 0.26390 -0.15500
H 3.87890 1.31480 1.15460
N 3.31170 1.80690 -1.81510
H -1.52850 -4.65950 0.47980
H 4.67500 -4.60330 -2.04220
C -4.35510 1.10040 0.27010
H 3.86010 -0.44300 1.38050
H -4.98340 1.96810 0.13070
C -0.98470 4.46910 -1.05040
C 1.32120 2.92590 -1.14250
C -2.72640 -1.09710 0.63900
H 1.86960 3.52790 2.96290
H 0.60970 -3.16910 2.84120
C 0.14170 -4.85190 1.62120
H 1.65060 5.28960 0.28220
C 0.95740 5.29650 1.12300
C 2.89280 4.94970 -3.66390
H 1.69670 -4.95690 -3.86470
P -0.21180 3.03130 -0.17090
H -5.90850 -0.29650 -0.18400
H -0.47460 4.41000 3.31000
*
```

Its frontier orbital gap is 5.9 eV. For the HOMO energy, the calculation gives -0.234 hartree. The calculation puts the LUMO energy at -0.45 eV. The largest force on an atom is 0.0221 Eh/bohr.


No. 6
The following is a DFT calculation (ωB97M-V/def2-TZVPD) of a 2-piece molecular cluster, C2H3O3 overall in a non-equilibrium geometry.

Geometry as ORCA input:
```
! wB97M-V def2-TZVPD RIJCOSX def2/J DEFGRID3
* xyz 1 1
O 1.20613 -1.41628 0.44030
O -0.13292 0.55599 0.11114
H -0.04342 2.66262 -0.03481
C 0.51949 -2.27902 0.04184
O -0.11079 -3.01859 -0.49941
H -1.64274 1.81543 -0.34752
H 0.76228 -0.01842 0.37589
C -0.55802 1.69828 -0.08743
*
```

Its frontier orbital gap is 11.8 eV. For the HOMO energy, the calculation gives -0.669 hartree. The calculation puts the LUMO energy at -6.43 eV. The largest force on an atom is 0.0737 Eh/bohr.


No. 7
The following is a DFT calculation (ωB97M-V/def2-TZVPD) of a 2-piece molecular cluster, C11H15N overall in a non-equilibrium geometry.

Geometry as ORCA input:
```
! wB97M-V def2-TZVPD RIJCOSX def2/J DEFGRID3
* xyz 0 1
H -2.86376 0.19372 -2.66375
H -2.35022 0.85146 0.25927
C 0.77719 1.26578 -0.06917
C 1.63267 -1.17193 -0.41928
H -0.49394 2.21544 2.96491
H 0.76499 -2.56186 2.32633
H -3.06512 -0.81550 -1.28608
H -3.51876 1.69937 -0.91365
H 1.97446 -0.45729 -2.34429
C -2.59781 1.13571 -0.75733
C 0.32373 0.35586 2.57365
H 1.14315 1.57940 -1.03750
H 1.60729 -3.29954 0.18874
C 1.14174 -0.01206 0.29159
H -1.37091 -0.37613 -1.84434
H 0.00358 -0.01639 3.53688
C 0.81066 -0.50604 1.60302
N 1.00749 -1.87778 1.63841
H -0.22350 3.07638 0.67200
H 2.18263 -2.23227 -2.13659
C 2.40766 -1.25108 -1.72266
C -2.39789 -0.05357 -1.70330
H -1.88277 1.95764 -0.95002
C 1.52050 -2.24125 0.38585
H 3.48116 -1.13326 -1.59810
C -0.13525 1.60616 2.15071
C 0.12102 2.06903 0.85470
*
```

Its frontier orbital gap is 8.8 eV. For the HOMO energy, the calculation gives -0.289 hartree. The calculation puts the LUMO energy at 0.93 eV. The structure (SMILES) is Cc1c[nH]c2ccccc12.CC. The largest force on an atom is 0.0475 Eh/bohr.


No. 8
The following is a DFT calculation (ωB97M-V/def2-TZVPD) of a 21-piece molecular cluster, C31H50Cl40N3O4S overall in a non-equilibrium geometry.

Geometry as ORCA input:
```
! wB97M-V def2-TZVPD RIJCOSX def2/J DEFGRID3
* xyz -1 1
C 8.23250 1.57989 0.43486
C -6.65058 -5.46289 1.77104
Cl 1.74173 -1.63998 3.34033
C -6.11727 3.66561 -2.81609
C -2.54286 9.27724 0.21232
C -0.94004 2.84451 -5.33997
C -8.84834 -2.99337 4.86291
H 7.80563 -6.29735 0.82015
C -4.58313 5.29868 -2.06008
H 7.05756 -4.69360 0.66156
H 7.49100 2.27737 0.80491
Cl -1.24158 -8.90230 3.26064
Cl 7.40079 0.25896 -0.39274
H -2.81137 9.45768 -3.52331
C -5.87705 4.86575 -2.23256
Cl -7.38887 -2.35905 5.63914
H -4.35574 6.25497 -1.62977
C -4.78924 -1.84542 3.22785
Cl 9.33446 2.44076 -0.64812
H 9.16147 0.20026 -4.43497
C -3.62441 4.41872 -2.48394
S -1.08512 3.21303 0.57357
Cl 9.76780 -0.24989 3.71281
C -4.00454 3.22038 -3.02866
H 0.13410 -0.07359 2.61134
H -6.15350 2.29282 2.04578
Cl -8.71632 -4.72639 4.52304
Cl 2.51946 -7.76479 -5.14057
H 4.51556 -6.73891 -5.84840
Cl 4.68417 -2.89130 4.14147
H 4.42724 -1.03310 2.68980
C 0.27065 -1.14090 2.47896
Cl 7.04039 0.63038 -3.53066
C -5.09894 2.10767 1.86824
Cl -3.26457 -7.03324 4.26641
H -5.40644 -2.70023 3.48088
H 6.53754 -2.62635 -2.96853
O -1.12493 7.81913 -2.62516
H -3.70825 1.86385 6.86234
Cl 6.30890 -4.95994 -2.71716
Cl 6.74096 -1.12959 3.13764
C 9.32969 0.14170 5.37962
Cl -2.66591 11.03157 -0.02364
Cl -3.91925 5.79099 3.82771
H 8.80344 1.16838 1.25828
C -4.75338 1.59895 6.76407
C 4.23988 -7.37520 -5.01663
H 9.30984 1.21864 5.48937
O -1.82188 3.82210 -5.02043
N -2.26151 4.78628 -2.33724
N -1.36477 3.67554 -2.12091
Cl 7.81371 -1.47812 -5.39382
H -3.19330 8.78433 -0.49529
H -0.57182 -1.68313 2.89137
H -4.12304 -1.60018 4.04734
C -1.77187 5.68619 -3.38973
H -9.00368 -2.46422 3.93030
H 8.35101 -0.27536 5.58544
H -1.60612 -8.18478 5.46677
C -1.11022 5.01204 -4.57877
C 8.14895 0.16563 -4.81824
Cl -0.07566 -5.10261 3.89802
H -0.16967 2.14930 -3.46898
Cl -5.84335 -0.45029 2.93207
C -2.25073 -8.43420 4.63282
H -2.59766 6.29537 -3.72698
C -5.47896 6.20901 3.11026
H 9.35980 -4.45259 -6.14724
Cl 9.02555 -6.44063 -7.35924
Cl 8.14060 -4.96883 2.73151
H -0.08389 1.00214 -4.78630
H -2.89231 -9.26716 4.89198
H 8.69224 -5.75275 -5.13487
Cl -5.55201 1.83964 8.32407
O -0.36772 2.83956 -6.38030
C -2.88586 -6.61804 -0.88664
H -2.57459 10.84954 -4.60651
C -1.21776 3.36701 -0.97562
H -0.05374 4.84333 -4.41128
Cl -4.61507 2.97239 0.41218
Cl 9.34293 -4.67162 0.08641
H -6.43843 -6.51633 1.63088
N -5.22874 2.78331 -3.24169
C 6.64344 -3.31898 -2.14150
C 8.64113 -5.26172 -6.09939
C 5.14949 -1.82785 2.79880
H 7.65493 -3.28682 -1.75417
Cl 5.24304 -8.83117 -5.05712
H -4.92256 1.05227 1.72726
Cl -3.81581 -2.24193 1.80922
Cl -3.27353 8.92520 -5.75688
H -7.71196 -5.31024 1.92449
Cl 7.02172 -4.58711 -6.30189
H -7.14952 3.38526 -2.95577
O 0.27353 6.17572 -2.25375
Cl -4.82471 10.62770 -3.94310
H -5.23073 2.22885 6.02430
H -3.48679 -7.08611 -1.65647
C -0.68881 1.76512 -4.33524
H 5.20291 -2.41092 1.88892
C -3.21544 10.01125 -4.36656
Cl -5.51834 5.83947 1.38780
H 2.02516 -5.90107 4.58638
C 1.64436 -5.44731 3.67989
Cl 1.92641 -6.55378 2.32915
Cl 10.48784 -0.52598 6.53618
Cl -4.16900 2.65871 3.28298
H -3.21321 2.55439 -3.31746
Cl -4.86310 -0.08192 6.22606
Cl 5.52068 -2.85152 -0.85683
H -1.84060 -6.86501 -1.02576
H -6.25313 5.63887 3.61042
H -9.68881 -2.83671 5.52697
H -5.65051 7.27056 3.24308
H -1.52116 8.96982 0.03876
H -6.69911 5.47236 -1.90577
Cl -5.78816 -4.90479 3.21269
H 4.41303 -6.86020 -4.08007
C -0.76680 6.63990 -2.70359
Cl -3.07904 -4.86741 -1.00428
C 7.93260 -5.23696 0.99816
Cl 0.38403 -1.49158 0.75464
Cl -3.02330 8.80739 1.86000
Cl -6.14914 -4.58447 0.32599
Cl -3.40889 -7.22828 0.68965
H -1.15830 5.72099 -5.40095
H 8.03694 0.85592 -5.64593
H 2.16127 -4.51560 3.48123
H -1.61968 1.30162 -4.02616
*
```

Its frontier orbital gap is 6.7 eV. For the HOMO energy, the calculation gives -0.196 hartree. The calculation puts the LUMO energy at 1.33 eV. The largest force on an atom is 0.0455 Eh/bohr.